The following is a quantum chemistry calculation of a molecular structure, C34H24Cl2IrN2O6S5, from the OMol25 dataset.

XYZ file:
```
74
Properties=species:S:1:pos:R:3:mulliken_charge:R:1
Ir -0.134 0.436 0.851 3.475
C 0.462 3.647 -1.888 -1.979
C -0.190 2.837 -0.804 1.144
O 0.383 1.744 -0.593 -0.598
C -1.376 3.312 -0.128 0.578
C -1.853 4.602 -0.473 -1.086
C -3.004 5.124 0.044 -1.040
C -3.755 4.348 0.941 -0.657
C -3.335 3.098 1.302 -0.465
C -2.136 2.544 0.799 0.394
O -1.852 1.346 1.237 -0.463
H 1.341 3.111 -2.232 0.322
H 0.757 4.628 -1.516 0.480
H -0.228 3.792 -2.720 0.440
H -1.286 5.199 -1.172 0.385
H -3.333 6.114 -0.238 0.415
H -4.675 4.742 1.355 0.454
H -3.902 2.487 1.992 0.455
Cl 6.462 -3.364 1.514 -0.233
C 4.985 -2.539 1.131 0.156
C 5.028 -1.250 0.624 -0.711
C 3.848 -0.598 0.341 0.632
Cl 3.931 1.028 -0.247 -0.206
C 2.571 -1.182 0.548 -1.093
O 1.555 -0.394 0.318 -0.263
C 2.571 -2.516 1.016 1.907
C 1.385 -3.382 1.134 -0.310
O 0.292 -3.182 0.668 -0.434
C 3.773 -3.159 1.318 -1.195
H 5.972 -0.748 0.465 0.461
H 1.599 -4.335 1.658 0.318
H 3.743 -4.175 1.693 0.386
C -2.792 0.844 4.410 -0.186
S -1.430 1.944 4.875 -0.122
C -0.091 0.818 4.734 0.309
C 0.824 0.807 3.749 -0.182
S 0.845 1.850 2.339 -0.428
S 2.048 -0.433 3.850 0.083
C 1.448 -1.241 5.260 0.064
S 2.122 -2.594 5.882 -0.219
S 0.087 -0.420 5.953 -0.139
H -3.702 1.436 4.499 0.380
H -2.855 -0.006 5.087 0.419
H -2.664 0.512 3.382 -0.485
O -0.899 -1.012 2.148 -0.621
C -1.645 -1.484 1.234 -0.939
N -2.615 -2.391 1.291 0.486
C -3.317 -2.411 -0.003 3.417
C -2.413 -1.441 -0.844 -0.585
O -2.589 -1.177 -2.001 -0.693
N -1.466 -0.945 0.013 -0.065
C -3.335 -3.779 -0.657 -1.025
C -2.558 -4.825 -0.179 -0.122
C -2.576 -6.056 -0.822 -1.027
C -3.358 -6.243 -1.951 -0.359
C -4.122 -5.192 -2.440 -0.968
C -4.113 -3.966 -1.797 -0.115
C -4.704 -1.807 0.195 -0.474
C -5.745 -2.620 0.633 -0.201
C -6.986 -2.076 0.929 -0.921
C -7.200 -0.712 0.785 -0.469
C -6.167 0.102 0.346 -0.905
C -4.923 -0.440 0.054 -0.167
H -3.003 -2.741 2.151 0.301
H -1.917 -4.672 0.679 0.356
H -1.970 -6.867 -0.441 0.412
H -3.370 -7.202 -2.452 0.410
H -4.727 -5.327 -3.328 0.395
H -4.703 -3.145 -2.182 0.494
H -5.587 -3.687 0.730 0.467
H -7.788 -2.720 1.265 0.411
H -8.170 -0.288 1.008 0.413
H -6.327 1.166 0.223 0.474
H -4.129 0.211 -0.290 0.458
```

## Properties
* multiplicity: 2
* charge: 0
* energy above the lowest of the compared OMol25 structures with the same formula, charge and spin: 166.4 kJ/mol
* HOMO energy (spin up / spin down): -8.1 / -8.0 eV
* Kohn-Sham gap (spin up / spin down): 0.2696 / 0.1959 Ha
* E_LUMO (spin up / spin down): -0.02635 / -0.09711 Eh
* ⟨S²⟩: 0.7569